Below is C3H6O2 in the gas phase at a distorted geometry, with properties calculated with ωB97M-V with the def2-TZVPD basis set.

LUMO   0.96 eV
ΔE to the lowest compared entry with this formula, charge and spin   219.79 kJ/mol
Total charge   0
Calculated total energy   -268.321511 hartree
SMILES string   CCOC=O
HOMO level   -0.3985 hartree
Gap between HOMO and LUMO   11.80 eV

Last column: Mulliken charge in e.
Cartesian coordinates (Å):
C: -0.981 -0.676 -0.357  -0.900
C: -0.540 0.516 0.531  -0.430
O: 0.617 1.180 -0.081  -0.327
C: 1.728 0.238 -0.278  0.236
O: 1.805 -0.794 0.466  -0.500
H: -1.795 -1.053 0.186  0.292
H: -1.426 -0.193 -1.219  0.241
H: -0.115 -1.371 -0.455  0.381
H: -1.248 1.190 0.550  0.465
H: -0.569 0.326 1.706  0.248
H: 2.524 0.636 -1.049  0.293